No. 1
Entry from the OMol25 dataset: 5 unconnected molecules or ions with the total composition C3H15NO4 in a non-equilibrium geometry (the ωB97M-V functional and the def2-TZVPD basis).

Results
E_LUMO (spin up / spin down) ... -4.21 / -7.92 eV
Expectation value of S² ... 0.764
ΔE to the lowest compared entry with this formula, charge and spin ... 1.443 eV
Spin multiplicity ... 2
Net charge ... +1
Highest occupied orbital energy (spin up / spin down) ... -12.64 / -12.64 eV

Last column: Mulliken charge in e.
Element x y z (Å)
C (2.674, 1.116, 3.368)  -1.08
C (2.292, 0.634, 1.994)  0.88
C (1.323, -0.337, 1.816)  -0.74
N (2.919, 1.237, 0.994)  -0.26
H (2.054, 1.954, 3.721)  0.32
H (3.627, 1.646, 3.295)  0.36
H (2.737, 0.219, 3.988)  0.35
H (1.338, -0.767, 0.808)  0.30
H (0.805, -0.893, 2.584)  0.38
H (3.782, 1.759, 1.000)  0.27
H (2.515, 1.157, 0.061)  0.22
H (-4.573, -0.621, -1.789)  0.37
H (-5.068, 0.740, -1.176)  0.30
O (-4.880, 0.284, -1.995)  -0.65
H (-0.185, 1.607, -1.778)  0.34
H (0.062, 0.142, -1.480)  0.38
O (0.396, 0.888, -2.057)  -0.66
H (-2.520, -1.594, -2.370)  0.32
H (-2.378, -2.098, -0.980)  0.29
O (-3.060, -1.865, -1.618)  -0.63
H (0.695, -1.908, -1.343)  0.35
H (-0.131, -1.267, -0.130)  0.29
O (-0.100, -1.408, -1.096)  -0.72

---

No. 2
Entry from the OMol25 dataset: 11 unconnected molecules or ions with the total composition C40H111N9O13 in a non-equilibrium geometry (the ωB97M-V functional and the def2-TZVPD basis).

Results
E_LUMO (spin up / spin down) ... -2.76 / -8.40 eV
Expectation value of S² ... 0.755
Spin multiplicity ... 2
Net charge ... +1
Highest occupied orbital energy (spin up / spin down) ... -10.53 / -10.52 eV

Last column: Mulliken charge in e.
Element x y z (Å)
C (13.344, -7.607, -16.173)  -0.72
C (14.517, -8.406, -15.492)  0.65
C (15.511, -7.530, -14.689)  0.03
O (16.664, -8.327, -14.443)  -0.41
C (17.528, -8.488, -15.513)  -0.70
N (14.097, -9.474, -14.645)  -0.22
H (12.580, -8.080, -16.791)  0.49
H (13.713, -6.726, -16.698)  -0.10
H (12.655, -7.190, -15.439)  0.00
H (15.144, -8.847, -16.267)  0.19
H (15.204, -7.158, -13.711)  0.26
H (15.825, -6.634, -15.224)  -0.19
H (17.656, -7.651, -16.199)  0.23
H (17.129, -9.227, -16.208)  0.37
H (18.467, -8.966, -15.234)  0.37
H (13.727, -10.202, -15.240)  0.36
H (14.920, -9.713, -14.111)  0.35
C (9.876, 4.606, -20.421)  -1.26
C (9.372, 3.365, -19.635)  0.19
C (10.137, 3.211, -18.246)  -0.13
O (9.847, 1.939, -17.707)  -0.33
C (10.783, 1.533, -16.719)  -0.41
N (7.951, 3.597, -19.306)  -0.77
H (9.328, 4.711, -21.357)  0.41
H (10.886, 4.304, -20.698)  0.30
H (9.893, 5.478, -19.768)  0.30
H (9.411, 2.484, -20.277)  0.37
H (9.787, 3.996, -17.576)  0.24
H (11.213, 3.252, -18.417)  0.01
H (10.860, 0.450, -16.810)  -0.07
H (10.310, 1.715, -15.754)  0.34
H (11.732, 2.065, -16.657)  0.26
H (7.405, 3.610, -20.156)  0.27
H (7.781, 2.624, -19.098)  0.26
C (11.295, -5.254, -10.776)  -1.70
C (11.959, -4.897, -12.094)  0.92
C (13.437, -5.258, -12.204)  -0.80
O (14.348, -4.600, -11.345)  -0.48
C (14.575, -3.230, -11.403)  -0.39
N (11.201, -5.513, -13.153)  -0.50
H (11.503, -6.320, -10.683)  0.47
H (10.207, -5.279, -10.828)  0.46
H (11.602, -4.759, -9.855)  0.31
H (11.845, -3.839, -12.329)  0.31
H (13.954, -5.045, -13.140)  0.12
H (13.660, -6.282, -11.906)  0.25
H (15.166, -2.977, -12.282)  -0.03
H (15.207, -2.987, -10.549)  0.26
H (13.646, -2.660, -11.365)  0.34
H (11.610, -6.434, -13.221)  0.25
H (10.281, -5.846, -12.901)  0.29
C (21.684, -7.293, -10.845)  -1.10
C (21.784, -7.458, -12.434)  0.32
C (20.394, -7.528, -13.178)  -1.13
O (19.823, -6.237, -13.324)  -0.01
C (19.926, -5.625, -14.619)  -0.74
N (22.565, -6.469, -12.984)  -0.69
H (20.915, -6.556, -10.617)  -0.07
H (22.652, -7.099, -10.382)  0.41
H (21.415, -8.156, -10.236)  0.38
H (22.403, -8.348, -12.543)  0.39
H (19.698, -8.200, -12.677)  0.46
H (20.482, -7.968, -14.171)  0.55
H (19.278, -6.017, -15.403)  0.10
H (20.957, -5.685, -14.969)  0.50
H (19.657, -4.584, -14.441)  0.12
H (22.655, -6.692, -13.965)  0.30
H (22.047, -5.602, -12.958)  0.28
C (13.660, -2.531, -19.987)  -0.80
C (13.660, -4.003, -19.851)  0.33
C (15.046, -4.660, -19.448)  -0.24
O (14.729, -6.047, -19.340)  -0.41
C (15.631, -6.889, -18.718)  -0.54
N (12.615, -4.413, -18.964)  -0.81
H (13.451, -2.036, -19.039)  -0.20
H (12.953, -2.072, -20.678)  0.35
H (14.643, -2.156, -20.272)  0.32
H (13.283, -4.338, -20.817)  0.43
H (15.392, -4.356, -18.460)  0.00
H (15.760, -4.579, -20.268)  0.42
H (15.010, -7.781, -18.793)  0.29
H (15.760, -6.648, -17.663)  0.01
H (16.538, -7.118, -19.279)  0.40
H (12.624, -3.718, -18.231)  0.49
H (13.065, -5.079, -18.353)  0.21
C (18.355, -1.585, -11.790)  -0.64
C (19.695, -1.079, -11.207)  0.26
C (19.448, -0.192, -10.063)  -0.73
O (18.971, 1.043, -10.599)  -0.21
C (19.922, 2.120, -10.841)  -0.71
N (20.335, -2.321, -10.755)  -0.61
H (18.524, -2.314, -12.583)  -0.14
H (17.876, -0.666, -12.127)  0.21
H (17.627, -2.119, -11.179)  0.18
H (20.222, -0.541, -11.994)  0.39
H (20.458, -0.103, -9.663)  0.42
H (18.797, -0.560, -9.270)  0.28
H (19.347, 2.943, -11.265)  0.13
H (20.703, 2.036, -11.596)  0.31
H (20.423, 2.350, -9.901)  0.36
H (19.710, -2.771, -10.101)  0.13
H (21.220, -2.171, -10.291)  0.28
C (16.277, 6.088, -11.279)  -1.58
C (15.475, 5.308, -12.276)  0.78
C (15.332, 3.820, -11.810)  -0.34
O (14.689, 3.183, -12.888)  -0.23
C (14.864, 1.743, -12.835)  -0.17
N (14.134, 5.891, -12.273)  -0.74
H (16.147, 7.147, -11.500)  0.45
H (17.348, 5.956, -11.431)  0.35
H (15.856, 6.009, -10.276)  0.36
H (16.028, 5.349, -13.215)  -0.06
H (14.791, 3.702, -10.872)  0.35
H (16.327, 3.432, -11.591)  0.06
H (14.089, 1.180, -12.314)  0.33
H (15.853, 1.490, -12.453)  0.10
H (14.900, 1.404, -13.870)  -0.16
H (13.655, 5.446, -13.043)  0.27
H (14.392, 6.840, -12.505)  0.29
C (13.750, -0.583, -16.290)  -1.46
C (14.206, -2.119, -16.439)  0.97
C (15.088, -2.527, -15.238)  -1.47
O (15.885, -3.700, -15.483)  -0.48
C (16.729, -4.065, -14.474)  0.30
N (12.983, -2.876, -16.504)  0.53
H (14.648, 0.012, -16.121)  0.16
H (13.091, -0.573, -15.422)  0.52
H (13.236, -0.227, -17.183)  0.32
H (14.848, -2.295, -17.302)  -0.24
H (14.483, -2.512, -14.331)  0.16
H (15.775, -1.699, -15.065)  0.44
H (16.130, -4.443, -13.646)  -0.05
H (17.356, -3.308, -14.002)  0.46
H (17.416, -4.873, -14.723)  -0.13
H (12.912, -3.574, -15.777)  -0.19
H (12.245, -2.188, -16.456)  0.11
C (17.716, 3.323, -15.339)  -1.28
C (17.415, 2.547, -16.689)  0.63
C (15.896, 2.814, -17.087)  -0.82
O (15.408, 1.763, -17.926)  -0.25
C (14.282, 2.289, -18.729)  -0.99
N (18.277, 3.122, -17.667)  -0.76
H (18.765, 3.612, -15.263)  0.51
H (17.512, 2.644, -14.512)  0.19
H (17.223, 4.279, -15.162)  0.18
H (17.481, 1.477, -16.491)  0.22
H (15.938, 3.746, -17.651)  0.54
H (15.346, 2.855, -16.147)  0.17
H (14.533, 3.253, -19.171)  0.51
H (13.436, 2.492, -18.072)  0.26
H (13.840, 1.601, -19.450)  0.39
H (18.219, 2.581, -18.518)  0.24
H (19.233, 3.024, -17.357)  0.24
C (17.487, -6.088, -11.005)  0.69
C (18.122, -5.657, -9.651)  -0.56
O (17.499, -4.526, -9.087)  -0.48
O (16.116, -6.524, -10.756)  -0.66
H (18.067, -6.927, -11.389)  0.00
H (17.451, -5.241, -11.689)  -0.16
H (19.197, -5.570, -9.806)  0.00
H (18.066, -6.544, -9.019)  0.41
H (17.259, -4.656, -8.167)  0.27
H (15.495, -5.794, -10.805)  0.46
C (9.294, -2.382, -14.814)  -0.62
C (8.552, -2.370, -13.432)  -0.42
O (8.730, -3.431, -12.506)  -0.54
O (10.625, -2.651, -14.889)  -0.35
H (9.277, -1.432, -15.348)  0.32
H (8.800, -3.075, -15.494)  0.39
H (7.531, -2.294, -13.806)  0.34
H (8.867, -1.483, -12.882)  0.30
H (9.648, -3.554, -12.254)  0.28
H (10.793, -3.548, -14.590)  0.09

---

No. 3
Entry from the OMol25 dataset: 2 unconnected molecules or ions with the total composition C4BrClN2S2 in a non-equilibrium geometry (the ωB97M-V functional and the def2-TZVPD basis).

Results
E_LUMO ... -2.08 eV
SMILES ... N#CC(Br)=C=S.[S-][N+]#CCl
ΔE to the lowest compared entry with this formula, charge and spin ... 0.147 eV
Spin multiplicity ... 1
Highest occupied orbital energy ... -8.72 eV

Last column: Mulliken charge in e.
Element x y z (Å)
N (2.751, 1.424, 0.825)  -0.35
C (2.099, 0.628, 0.355)  0.34
C (1.476, -0.415, -0.350)  0.06
Br (1.301, -2.284, 0.306)  -0.03
C (0.582, -0.118, -1.218)  0.12
S (-0.237, 0.170, -2.545)  -0.17
S (-3.565, -1.075, -0.227)  -0.19
N (-2.476, -0.088, 0.406)  -0.16
C (-1.429, 0.366, 0.797)  0.44
Cl (-0.500, 1.392, 1.651)  -0.06

---

No. 4
Entry from the OMol25 dataset: a molecular structure, C29H36F3N5O2S2SbTi in a non-equilibrium geometry (the ωB97M-V functional and the def2-TZVPD basis).

Results
E_LUMO ... -9.91 eV
ΔE to the lowest compared entry with this formula, charge and spin ... 0.000 eV
Spin multiplicity ... 1
Net charge ... +3
Highest occupied orbital energy ... -16.42 eV

Last column: Mulliken charge in e.
Element x y z (Å)
Ti (-19.796, 9.166, -8.107)  0.07
N (-22.015, 8.945, -8.395)  -0.16
C (-22.784, 10.030, -9.089)  -0.74
C (-22.065, 11.332, -8.872)  -0.58
N (-20.581, 11.290, -9.055)  0.07
C (-20.117, 11.396, -10.475)  -0.10
C (-20.193, 10.040, -11.148)  -0.70
N (-19.357, 9.164, -10.271)  -0.24
H (-22.314, 8.870, -7.395)  0.32
H (-22.274, 8.053, -8.751)  0.31
H (-22.994, 9.774, -10.133)  0.31
H (-23.787, 10.142, -8.631)  0.42
H (-22.590, 12.147, -9.446)  0.42
H (-22.164, 11.595, -7.798)  0.37
H (-20.187, 12.098, -8.564)  0.11
H (-20.726, 12.086, -11.045)  0.48
H (-19.085, 11.795, -10.451)  -0.13
H (-21.215, 9.646, -11.193)  0.20
H (-19.787, 10.032, -12.144)  0.51
H (-19.319, 8.197, -10.619)  0.42
H (-18.397, 9.491, -10.307)  -0.04
N (-19.793, 7.095, -8.410)  0.01
C (-19.761, 5.920, -8.390)  0.15
N (-19.719, 4.668, -8.348)  0.04
C (-20.086, 3.839, -9.502)  -0.47
C (-18.865, 2.939, -9.751)  -0.48
O (-18.537, 2.247, -8.559)  -0.34
C (-18.139, 3.066, -7.479)  -0.48
C (-19.356, 3.948, -7.083)  -0.45
H (-20.263, 4.501, -10.352)  0.40
H (-20.935, 3.281, -9.166)  0.28
H (-18.028, 3.526, -10.181)  0.26
H (-19.087, 2.216, -10.545)  0.38
H (-17.260, 3.674, -7.733)  0.30
H (-17.930, 2.426, -6.631)  0.38
H (-19.080, 4.680, -6.346)  0.31
H (-20.189, 3.355, -6.740)  0.30
C (-18.560, 8.675, -3.143)  -0.59
O (-19.426, 9.549, -3.960)  -0.29
C (-19.609, 9.327, -5.219)  1.03
S (-18.853, 8.098, -6.099)  -0.61
S (-20.371, 10.498, -6.193)  -0.44
H (-17.759, 8.339, -3.792)  0.32
H (-19.156, 7.844, -2.702)  0.31
H (-18.097, 9.297, -2.360)  0.28
F (-12.813, 8.032, -11.350)  -0.29
C (-13.707, 8.519, -10.521)  0.15
C (-13.536, 9.786, -10.029)  -0.60
C (-14.528, 10.375, -9.314)  -0.52
C (-15.711, 9.660, -9.026)  0.04
C (-15.836, 8.350, -9.436)  -0.30
C (-14.843, 7.793, -10.224)  -0.60
Sb (-17.184, 10.545, -7.836)  1.74
C (-17.446, 12.496, -8.455)  1.05
C (-16.910, 12.931, -9.675)  -0.68
C (-17.107, 14.252, -10.020)  -0.64
C (-17.718, 15.124, -9.164)  0.09
F (-17.825, 16.387, -9.525)  -0.29
C (-18.286, 14.697, -7.975)  -0.79
C (-18.134, 13.368, -7.614)  -0.81
C (-16.357, 10.488, -5.957)  0.83
C (-15.347, 9.565, -5.662)  -0.58
C (-14.715, 9.547, -4.449)  -0.89
C (-15.145, 10.468, -3.506)  0.32
F (-14.547, 10.563, -2.297)  -0.30
C (-16.190, 11.362, -3.679)  -0.86
C (-16.815, 11.338, -4.906)  -0.45
H (-12.583, 10.277, -10.134)  0.48
H (-14.368, 11.356, -8.827)  0.47
H (-16.658, 7.706, -9.098)  0.44
H (-14.947, 6.787, -10.626)  0.48
H (-16.337, 12.266, -10.282)  0.61
H (-16.692, 14.681, -10.927)  0.50
H (-18.899, 15.375, -7.378)  0.49
H (-18.595, 13.130, -6.645)  0.28
H (-15.026, 8.876, -6.432)  0.51
H (-13.928, 8.834, -4.201)  0.51
H (-16.537, 12.066, -2.952)  0.56
H (-17.539, 12.102, -5.107)  0.13

---

No. 5
Entry from the OMol25 dataset: a molecular structure, C2H4Cl4Si in a non-equilibrium geometry (the ωB97M-V functional and the def2-TZVPD basis).

Results
E_LUMO ... 0.08 eV
ΔE to the lowest compared entry with this formula, charge and spin ... 0.899 eV
Spin multiplicity ... 1
Highest occupied orbital energy ... -10.57 eV

Last column: Mulliken charge in e.
Element x y z (Å)
Cl (-2.029, 0.668, 0.167)  -0.15
Cl (0.889, 2.507, 0.035)  -0.25
Cl (2.340, -0.199, -1.115)  -0.22
Cl (0.158, 0.838, -3.254)  -0.25
C (-0.143, -0.635, 1.228)  -1.39
C (-0.691, -0.406, -0.079)  -0.05
Si (0.534, 0.674, -1.132)  0.79
H (-0.111, 0.249, 1.861)  0.40
H (0.836, -1.014, 1.229)  0.40
H (-0.806, -1.411, 1.683)  0.31
H (-0.976, -1.270, -0.623)  0.43

---

No. 6
Entry from the OMol25 dataset: 2 unconnected molecules or ions with the total composition C6H12N in a non-equilibrium geometry (the ωB97M-V functional and the def2-TZVPD basis).

Results
E_LUMO ... -3.54 eV
ΔE to the lowest compared entry with this formula, charge and spin ... 5.700 eV
Spin multiplicity ... 1
Net charge ... +1
Highest occupied orbital energy ... -14.14 eV

Last column: Mulliken charge in e.
Element x y z (Å)
C (0.948, 2.285, 0.014)  -0.44
C (1.295, 1.857, 1.466)  -0.62
C (0.699, 0.977, 0.264)  0.07
C (-2.252, -1.115, -0.456)  -0.62
C (0.980, -1.671, 0.213)  -0.72
C (-1.981, 0.156, -0.594)  -0.83
N (0.711, -0.370, -0.441)  0.10
H (0.929, 2.848, -0.871)  0.43
H (2.304, 1.826, 1.632)  0.25
H (-2.294, -1.765, -1.360)  0.30
H (0.819, 2.055, 2.371)  0.28
H (-2.501, -1.714, 0.390)  0.42
H (-0.038, -2.137, 0.539)  0.24
H (1.438, -2.312, -0.566)  0.36
H (1.723, -1.582, 1.035)  0.32
H (-1.992, 0.517, -1.698)  0.30
H (-2.139, 0.824, 0.124)  0.46
H (-0.161, -0.449, -0.970)  0.29
H (1.515, -0.230, -1.090)  0.42